106
Properties=species:S:1:pos:R:3 method="wB97M-V/def2-TZVPD" gap_ha=0.1709 total_charge=-2 homo_ha=-0.041 e_above_lowest_kj_mol=13.0
Ca 0.8518 1.5469 -1.9543
N 3.8076 2.4756 -2.3095
C 4.2966 3.1161 -1.2754
C 5.6274 3.6251 -1.1511
C 6.0392 4.3834 -0.0684
C 5.2081 4.6812 0.9979
C 3.9000 4.1468 0.9878
C 3.0024 4.3251 2.0649
C 1.7873 3.6987 2.0656
C 1.4591 2.8755 0.9779
N 2.2424 2.7368 -0.0723
C 3.4361 3.3634 -0.1044
H 4.5301 2.3798 -3.0195
H 2.3338 3.3774 -3.1072
H 6.3129 3.4401 -1.9723
H 7.0591 4.7602 -0.0613
H 5.5419 5.2762 1.8395
H 3.3123 4.9398 2.9045
H 1.0988 3.7974 2.8953
H 0.5368 2.2991 0.9890
C -2.4480 -4.9839 -4.4889
C -3.3906 -4.1842 -3.6041
C -3.8808 -5.0256 -2.4333
C -4.9392 -4.2663 -1.6534
C -4.4429 -2.8902 -1.2928
C -5.0079 -2.1977 -0.2446
C -4.5183 -0.9495 0.1134
F -5.1212 -0.3092 1.1445
C -3.4573 -0.3770 -0.5265
C -2.8800 -1.0545 -1.6054
C -1.7208 -0.4252 -2.2786
O -1.3415 0.6798 -1.8821
C -1.1453 -1.1920 -3.3487
C -1.7241 -2.3672 -3.6930
N -2.7780 -2.9564 -3.0742
C -3.3741 -2.3040 -1.9986
C 0.1062 -0.8116 -4.1543
O 0.2293 -1.3632 -5.2550
O 0.9102 -0.0331 -3.5794
H -2.9450 -5.9160 -4.7613
H -1.5262 -5.2253 -3.9570
H -2.1881 -4.4655 -5.4094
H -4.2663 -3.8918 -4.2004
H -3.0264 -5.2575 -1.7901
H -4.2809 -5.9681 -2.8124
H -5.2102 -4.8040 -0.7424
H -5.8496 -4.1897 -2.2580
H -5.8238 -2.6298 0.3228
H -3.0332 0.5686 -0.2179
H -1.2896 -2.8774 -4.5385
C -0.6295 -4.3315 3.2473
C -0.3500 -3.4061 2.0651
C -1.6645 -3.0059 1.3976
C 0.5640 -4.0998 1.0577
O 0.3229 -2.2800 2.6093
Si 0.4547 -0.7188 2.0110
S 0.8962 -0.6140 0.0393
O -0.9736 0.0616 2.3527
C -1.4974 0.5610 3.5730
C -1.2981 -0.4370 4.7137
C -0.8336 1.8954 3.9051
C -2.9884 0.7699 3.3289
O 1.5219 -0.0297 3.0731
C 2.8355 -0.4058 3.4649
C 3.6024 -1.0643 2.3223
C 2.7308 -1.3602 4.6541
C 3.5319 0.8871 3.8778
H -1.0994 -5.2601 2.9125
H -1.2919 -3.8382 3.9617
H 0.3060 -4.5730 3.7559
H -2.1995 -3.8963 1.0524
H -1.4695 -2.3570 0.5424
H -2.3002 -2.4626 2.1001
H 0.0777 -4.9888 0.6440
H 1.4917 -4.4047 1.5481
H 0.8084 -3.4100 0.2493
H -0.2368 -0.6154 4.8852
H -1.7675 -1.3906 4.4642
H -1.7487 -0.0522 5.6330
H 0.2350 1.7556 4.0640
H -1.2825 2.3361 4.8001
H -0.9742 2.5862 3.0708
H -3.4612 -0.1767 3.0642
H -3.1348 1.4636 2.4995
H -3.4781 1.1738 4.2189
H 3.1344 -2.0074 2.0330
H 4.6309 -1.2622 2.6361
H 3.6115 -0.4168 1.4459
H 2.1427 -2.2342 4.3723
H 2.2365 -0.8617 5.4920
H 3.7245 -1.6815 4.9779
H 3.6220 1.5549 3.0194
H 4.5299 0.6824 4.2736
H 2.9446 1.3941 4.6470
Cl 3.2878 4.7320 -5.1359
C 1.5510 4.9410 -5.0986
C 0.9717 5.7552 -6.0464
C -0.4054 5.9609 -6.0714
C -1.1770 5.3146 -5.1071
C -0.5797 4.5081 -4.1695
Cl -1.5805 3.7162 -2.9712
C 0.8253 4.2559 -4.0724
N 1.3099 3.4954 -3.1150
H 1.6144 6.2301 -6.7780
H -0.8613 6.5982 -6.8171
H -2.2530 5.4362 -5.0808


47
Properties=species:S:1:pos:R:3 method="wB97M-V/def2-TZVPD" gap_ha=0.2315 total_charge=+3 homo_ha=-0.633
Ta -0.4651 -0.0609 -0.1672
O -3.5654 -2.9761 0.2957
C -2.7435 -2.0748 -0.0912
O -1.7377 -1.6995 0.5562
C -2.9984 -1.4318 -1.3989
C -3.9728 -1.7350 -2.3265
C -3.9426 -1.0499 -3.5469
C -2.9302 -0.1344 -3.8087
C -1.9933 0.1032 -2.8122
N -2.0582 -0.5060 -1.6367
C -0.7599 0.9479 -2.9388
O -0.4039 1.5370 -3.8881
O -0.0381 0.8688 -1.7451
H -3.3621 -3.3730 1.1650
H -4.7229 -2.4875 -2.1200
H -4.6943 -1.2572 -4.2979
H -2.8486 0.3774 -4.7596
I -2.7885 1.3090 0.9425
C -1.7044 2.2880 2.4547
C -2.2445 3.0714 3.4285
C -1.3470 3.7052 4.3202
C 0.0087 3.5623 4.1868
C 0.5532 2.7627 3.1527
C 1.9453 2.6217 2.9165
C 2.4355 1.8866 1.8639
C 1.5400 1.2187 1.0083
C 0.1719 1.2826 1.2428
C -0.3314 2.0932 2.2831
H -3.3103 3.2247 3.5315
H -1.7530 4.3251 5.1078
H 0.6768 4.0730 4.8684
H 2.6377 3.1362 3.5724
H 3.4991 1.8334 1.6793
H 1.9746 0.6954 0.1506
Se 0.8390 -2.9389 1.2505
N 0.9028 -1.6650 -0.0944
C 2.1038 -1.7947 -0.7221
C 2.6083 -1.0297 -1.7900
C 3.8570 -1.3340 -2.2701
C 4.6656 -2.3838 -1.7425
C 4.2212 -3.1405 -0.7111
C 2.9299 -2.8535 -0.1704
N 2.4208 -3.5047 0.8541
H 2.0389 -0.2310 -2.2432
H 4.2500 -0.7506 -3.0936
H 5.6380 -2.5652 -2.1790
H 4.7983 -3.9458 -0.2771


17
Properties=species:S:1:pos:R:3 method="wB97M-V/def2-TZVPD" gap_ha=0.3278 homo_ha=-0.311 smiles="C[C@@H]1CN(C)C(=S)S1" e_above_lowest_kj_mol=236.8
C 2.2678 -0.0272 1.1588
C 1.8617 0.1236 -0.3477
C 1.0221 1.3072 -0.4772
C -1.4373 1.8895 -0.1130
C -0.7004 -0.3790 -0.0452
H 1.3342 -0.0172 1.7651
H 2.8214 0.8358 1.6889
H 2.7555 -0.9485 1.1431
H 2.6386 -0.0474 -1.1487
H 0.9679 1.5394 -1.6118
H 1.4400 2.1584 0.0280
H -2.3531 1.9860 0.7779
H -1.8045 1.7318 -1.2801
H -1.1769 3.0411 -0.2437
N -0.2962 0.9325 0.2775
S -2.1671 -0.8691 0.2769
S 0.7525 -1.2741 -0.5341


18
Properties=species:S:1:pos:R:3 method="wB97M-V/def2-TZVPD" gap_ha="0.2208 / 0.2206" homo_ha="-0.305 / -0.305" e_above_lowest_kj_mol=295.5
C 1.7729 0.5230 -1.6682
C -0.3962 -1.8421 0.3672
C -0.4757 -1.6452 -1.0900
N 0.2234 -0.7346 1.1090
N 0.9433 0.0025 0.4150
N -0.1455 2.1961 1.6794
N 1.3490 -0.3594 -0.7691
O -1.5932 1.0074 -0.3624
O 2.2538 1.6009 -1.4248
O -2.6308 0.9948 1.7934
S 1.2176 1.7745 1.0042
S -2.0101 1.8143 0.7485
H 1.7695 0.1457 -2.7383
H -1.4010 -1.9337 0.8411
H 0.0804 -2.8198 0.6175
H 0.0048 -2.2554 -1.8265
H -0.9769 -0.7851 -1.3551
H 0.0148 2.3160 2.6592